1.
{"formula": "C4H9N3", "method": "ωB97M-V/def2-TZVPD", "total_charge": 0, "largest_force_ha_per_bohr": 0.07048, "homo_energy_ev": -7.2, "lumo_ev": 1.11, "multiplicity": 1, "symbols": ["C", "C", "C", "C", "N", "N", "N", "H", "H", "H", "H", "H", "H", "H", "H", "H"], "xyz": [[-1.5901, -0.1904, -1.0263], [-0.9429, 0.4502, -0.0288], [2.0557, -0.8214, 0.0954], [1.4805, 0.6359, -0.2068], [-2.7564, -0.2973, -0.2195], [-2.0071, 0.0427, 0.9291], [0.2497, 1.0286, 0.3329], [-1.1834, -0.6183, -1.9399], [1.2529, -1.4997, -0.0486], [2.9423, -1.0811, -0.5382], [2.5577, -0.7063, 1.1305], [2.3231, 1.3944, 0.1313], [1.3088, 0.6955, -1.2436], [-3.2239, -1.1844, -0.0620], [-2.5466, 0.6661, 1.5281], [0.0796, 1.4856, 1.1665]], "forces_ev_per_a": [[1.502, 0.694, -0.058], [-0.354, -1.233, 1.329], [1.788, 2.606, 1.332], [3.520, 0.075, 0.859], [-2.119, -1.194, -0.927], [1.272, 0.891, -0.087], [-2.099, -0.634, -0.540], [-0.970, 0.097, 0.051], [-0.440, -1.036, 0.453], [-1.022, 0.381, 0.037], [-1.399, -0.950, -1.223], [-1.837, -1.287, -0.964], [0.474, 0.267, -1.631], [0.373, -0.300, -0.366], [0.460, 0.574, -0.264], [0.852, 1.049, 1.996]], "lowdin_charge": [-0.086, -0.306, -0.081, -0.272, -0.088, 0.007, -0.011, 0.096, 0.038, 0.070, 0.087, 0.148, 0.082, 0.107, 0.109, 0.102]}

2.
{"formula": "C27H26AsN3O7PPtS", "method": "ωB97M-V/def2-TZVPD", "total_charge": 1, "largest_force_ha_per_bohr": 0.03771, "homo_energy_ev": [-10.4, -10.4], "lumo_ev": [-6.17, -6.16], "multiplicity": 1, "symbols": ["Pt", "C", "C", "N", "C", "C", "C", "C", "C", "C", "C", "N", "C", "C", "C", "C", "C", "C", "C", "C", "N", "C", "H", "H", "H", "H", "H", "H", "H", "H", "H", "H", "H", "H", "O", "As", "O", "O", "C", "C", "C", "C", "C", "C", "S", "O", "O", "O", "H", "H", "H", "H", "H", "C", "P", "C", "C", "O", "H", "H", "H", "H", "H", "H", "H", "H", "H"], "xyz": [[-0.3341, 0.8610, 0.2888], [-1.4128, 4.9403, -0.6953], [-0.8672, 3.6497, -0.8103], [-0.7591, 2.8562, 0.2346], [-1.1834, 3.2765, 1.4676], [-1.7808, 4.5289, 1.6467], [-1.8807, 5.3714, 0.5121], [-2.2736, 4.8580, 2.9298], [-2.1627, 3.9650, 3.9624], [-1.5164, 2.7265, 3.7912], [-0.9913, 2.3938, 2.5615], [-0.3242, 1.2193, 2.2273], [0.4425, 0.4282, 3.0300], [0.9016, 0.7095, 4.3094], [1.6513, -0.2455, 5.0054], [1.9452, -1.4635, 4.4452], [1.5307, -1.7670, 3.1300], [1.8112, -2.9910, 2.4784], [1.3707, -3.1846, 1.2000], [0.6602, -2.1625, 0.5483], [0.3954, -1.0125, 1.1311], [0.8063, -0.8051, 2.4140], [-1.4832, 5.5471, -1.5862], [-0.5564, 3.2553, -1.7686], [-2.3379, 6.3478, 0.6140], [-2.7581, 5.8144, 3.0772], [-2.5748, 4.2090, 4.9318], [-1.4671, 2.0275, 4.6126], [0.7132, 1.6750, 4.7527], [2.0080, -0.0135, 5.9994], [2.5155, -2.1977, 4.9988], [2.3622, -3.7618, 3.0021], [1.5488, -4.1115, 0.6748], [0.2665, -2.2811, -0.4534], [-2.1891, -0.4379, -3.3941], [-1.9033, 0.9620, -2.4425], [-2.0494, 2.3346, -3.2963], [-0.3261, 0.9158, -1.7282], [-2.9310, 1.0077, -0.8016], [-3.6356, 2.1761, -0.5603], [-4.1662, 2.4182, 0.7015], [-3.9577, 1.5167, 1.7433], [-3.2786, 0.3358, 1.5112], [-2.7664, 0.0494, 0.2356], [-2.4443, -1.6914, -0.1445], [-3.6424, -2.0680, -0.8533], [-2.1956, -2.2966, 1.1402], [-1.2726, -1.6277, -1.0284], [-2.4339, -1.1959, -2.8357], [-3.7493, 2.8967, -1.3619], [-4.7421, 3.3187, 0.8753], [-4.3705, 1.7193, 2.7231], [-3.1724, -0.4194, 2.2796], [2.3594, 2.3413, -2.3207], [2.6729, 1.0699, -1.1016], [2.4297, -0.5134, -1.8983], [4.3997, 1.1673, -0.6338], [1.8329, 1.2515, 0.1713], [3.0792, 2.2774, -3.1373], [2.4365, 3.3218, -1.8496], [1.3542, 2.1942, -2.7141], [3.1700, -0.6467, -2.6877], [1.4212, -0.5611, -2.3108], [2.5565, -1.3075, -1.1619], [5.0387, 1.0490, -1.5089], [4.6192, 0.3753, 0.0821], [4.6007, 2.1312, -0.1674]], "forces_ev_per_a": [[1.004, -0.181, 0.838], [0.062, 0.001, -0.005], [0.222, -0.018, -0.067], [-0.309, -0.030, -0.321], [0.074, 0.038, 0.406], [-0.135, 0.077, 0.034], [0.011, -0.062, 0.020], [-0.117, 0.172, 0.066], [0.058, -0.001, -0.164], [-0.016, 0.072, -0.078], [0.388, -0.539, -0.135], [-0.509, 0.872, 0.099], [0.436, -0.515, 0.504], [-0.277, 0.077, -0.663], [0.200, -0.482, -0.137], [0.107, 0.113, 0.302], [0.010, -0.059, 0.033], [-0.086, 0.053, -0.107], [0.041, 0.082, 0.218], [0.328, -0.053, -0.136], [0.011, 0.387, -0.900], [-0.182, 0.386, 0.635], [0.011, 0.000, -0.003], [-0.078, 0.021, 0.024], [-0.003, 0.002, 0.001], [0.030, 0.012, -0.005], [0.006, 0.018, 0.014], [0.088, 0.006, 0.028], [-0.070, 0.001, 0.055], [-0.020, 0.003, 0.017], [-0.006, -0.012, -0.019], [0.010, 0.007, 0.017], [-0.017, 0.009, -0.028], [0.390, -0.088, 0.304], [-0.245, 0.076, -0.013], [0.356, 0.050, -0.558], [-0.172, -0.099, 0.165], [0.054, -0.546, -0.310], [0.028, 0.352, -0.068], [-0.107, -0.017, -0.142], [0.030, -0.040, -0.212], [0.017, -0.469, 0.182], [-0.389, 0.451, 0.643], [1.495, 0.245, 0.038], [-0.021, -0.531, -0.432], [0.019, 0.124, 0.146], [-0.098, 0.080, -0.155], [-1.173, 0.203, -0.388], [0.186, -0.111, 0.007], [0.013, -0.022, -0.013], [0.016, 0.003, 0.010], [0.037, -0.002, -0.018], [0.032, 0.004, 0.008], [-0.035, 0.032, 0.032], [0.144, -0.162, -0.853], [-0.048, -0.047, 0.111], [-0.110, 0.039, 0.269], [-1.784, -0.057, 0.758], [0.033, -0.025, 0.032], [0.023, 0.007, -0.009], [0.024, 0.025, -0.003], [-0.024, 0.042, -0.036], [0.034, 0.008, 0.006], [0.054, 0.007, -0.004], [-0.074, 0.000, -0.046], [0.017, 0.008, 0.005], [0.008, 0.001, 0.004]], "lowdin_charge": [1.572, 0.002, -0.088, -0.019, -0.157, -0.152, 0.037, -0.022, -0.045, -0.005, -0.213, -0.086, -0.208, -0.002, -0.058, -0.027, -0.140, 0.034, -0.001, -0.117, 0.006, -0.147, 0.128, 0.088, 0.134, 0.122, 0.118, 0.120, 0.108, 0.115, 0.118, 0.130, 0.122, 0.095, -0.187, 0.921, -0.408, -0.609, -0.234, -0.065, 0.000, -0.025, -0.024, -0.311, 0.443, -0.264, -0.283, -0.419, 0.037, 0.120, 0.131, 0.127, 0.132, -0.150, 0.632, -0.146, -0.146, -0.402, 0.073, 0.069, 0.040, 0.075, 0.052, 0.054, 0.071, 0.068, 0.068]}